Molecular formula: C5H13N2O
Method: DFT, ωB97M-V/def2-TZVPD

Last columns: bonded neighbours and bond lengths (Å).
Cartesian coordinates (Å):
1 C -0.53 -1.61 -0.90  C3 1.525, H9 1.096, H10 1.090, H11 1.082
2 O 0.77 0.81 -2.62  H16 0.960, H19 0.972
3 C -1.60 -0.71 -0.29  C1 1.525, C4 1.533, H12 1.087, H13 1.089
4 C -1.15 0.76 -0.27  C3 1.533, C5 1.420, H14 1.143, H15 1.100
5 C 0.02 1.13 0.43  C4 1.420, N8 1.425, H17 1.100
6 N 2.15 -0.52 1.20  C7 1.304, H18 1.029
7 C 1.32 -0.09 2.10  N6 1.304, N8 1.340, H20 1.093
8 N 0.21 0.54 1.71  C5 1.425, C7 1.340, H21 1.029
9 H -0.43 -1.41 -1.97  C1 1.096
10 H -0.78 -2.67 -0.81  C1 1.090
11 H 0.43 -1.44 -0.44  C1 1.082
12 H -2.54 -0.75 -0.83  C3 1.087
13 H -1.78 -1.05 0.73  C3 1.089
14 H -1.90 1.42 0.29  C4 1.143
15 H -1.17 1.17 -1.29  C4 1.100
16 H 0.68 1.17 -1.73  O2 0.960
17 H 0.37 2.18 0.46  C5 1.100
18 H 3.11 -0.74 1.50  N6 1.029
19 H 1.64 1.03 -2.98  O2 0.972
20 H 1.40 -0.22 3.19  C7 1.093
21 H -0.22 1.02 2.52  N8 1.029

Summary:
Energy relative to the best compared isomer or geometry (same formula, charge and spin), eV: 6.177
Multiplicity: 2
⟨S²⟩: 0.77
Charge: +2
LUMO (alpha / beta), eV: -12.78 / -13.51
HOMO (alpha / beta), eV: -18.866 / -18.860
Gap between HOMO and LUMO (alpha / beta), Ha: 0.224 / 0.197

Atom charges from the natural (NBO) analysis, given in e for atoms 1 to 6: -0.61, -0.89, -0.40, -0.57, 0.48, -0.25

=====

Molecular formula: C4H18BN4O7P2
Method: DFT, ωB97M-V/def2-TZVPD

Last columns: bonded neighbours and bond lengths (Å).
Cartesian coordinates (Å):
1 C 3.20 -1.09 0.07  C2 1.506, H11 1.085, H12 1.089, H13 1.093
2 C 2.62 0.30 0.04  C1 1.506, O3 1.481, H14 1.088, H15 1.092
3 O 1.83 0.46 -1.21  C2 1.481, B4 1.311
4 B 0.61 0.94 -1.17  O3 1.311, O5 1.371, P6 1.996
5 O 0.16 2.14 -0.68  B4 1.371, H16 0.968
6 P -0.91 -0.20 -1.80  B4 1.996, P7 2.215, H17 1.396, H18 1.395
7 P -2.54 -0.36 -0.30  P6 2.215, O8 1.451, O9 1.577, O10 1.578
8 O -3.76 -0.38 -1.07  P7 1.451
9 O -2.14 -1.68 0.46  P7 1.577, H19 0.972
10 O -2.39 0.84 0.71  P7 1.578, H20 0.972
11 H 3.70 -1.26 1.02  C1 1.085
12 H 3.92 -1.18 -0.75  C1 1.089
13 H 2.42 -1.83 -0.10  C1 1.093
14 H 3.42 1.03 0.02  C2 1.088
15 H 2.00 0.51 0.91  C2 1.092
16 H -0.20 2.75 -1.34  O5 0.968
17 H -0.56 -1.47 -2.24  P6 1.396
18 H -1.56 0.42 -2.87  P6 1.395
19 H -2.44 -1.68 1.38  O9 0.972
20 H -1.54 1.32 0.72  O10 0.972
21 C 6.72 0.24 1.47  O22 1.226, N23 1.363, N24 1.362
22 O 5.61 0.25 0.96  C21 1.226
23 N 7.31 -0.91 1.91  C21 1.363, H25 1.002, H26 1.002
24 N 7.45 1.38 1.63  C21 1.362, H27 1.002, H28 1.002
25 H 8.22 -0.93 2.33  N23 1.002
26 H 6.80 -1.76 1.80  N23 1.002
27 H 7.04 2.24 1.31  N24 1.002
28 H 8.37 1.40 2.04  N24 1.002
29 C -8.26 -0.49 -0.91  O30 1.214, N31 1.371, N32 1.372
30 O -9.06 -1.19 -1.50  C29 1.214
31 N -8.56 0.11 0.29  C29 1.371, H33 1.001, H34 1.003
32 N -7.00 -0.24 -1.39  C29 1.372, H35 1.002, H36 1.001
33 H -7.93 0.70 0.79  N31 1.001
34 H -9.48 -0.05 0.66  N31 1.003
35 H -6.76 -0.66 -2.26  N32 1.002
36 H -6.32 0.33 -0.92  N32 1.001

Summary:
Charge: +1
LUMO, eV: -4.30
HOMO, eV: -11.402
Gap between HOMO and LUMO, Ha: 0.261

Atom charges from the natural (NBO) analysis, given in e for atoms 1 to 6: -0.62, -0.05, -0.71, 1.01, -0.93, 0.16

=====

Molecular formula: C18H31Cl8N5
Method: DFT, ωB97M-V/def2-TZVPD

Last columns: bonded neighbours and bond lengths (Å).
Cartesian coordinates (Å):
1 Cl 4.50 -0.47 -9.47  C2 1.874
2 C 3.28 -1.83 -9.06  Cl1 1.874, C3 1.579, H5 1.090, H6 1.090
3 C 3.83 -2.75 -7.90  C2 1.579, Cl4 1.665, H7 1.090, H8 1.090
4 Cl 3.91 -2.03 -6.40  C3 1.665
5 H 3.03 -2.52 -9.86  C2 1.090
6 H 2.35 -1.36 -8.72  C2 1.090
7 H 4.86 -2.84 -8.26  C3 1.090
8 H 3.27 -3.67 -7.74  C3 1.090
9 Cl -1.81 -9.69 6.10  C10 1.845
10 C -2.13 -9.48 4.30  Cl9 1.845, C11 1.537, H13 1.090, H14 1.090
11 C -3.17 -10.43 3.68  C10 1.537, Cl12 1.717, H15 1.090, H16 1.090
12 Cl -2.80 -12.10 3.84  C11 1.717
13 H -1.16 -9.47 3.79  C10 1.090
14 H -2.53 -8.47 4.23  C10 1.090
15 H -3.38 -10.24 2.63  C11 1.090
16 H -4.13 -10.33 4.18  C11 1.090
17 Cl 3.33 7.36 5.26  C18 1.820
18 C 1.81 6.46 4.81  Cl17 1.820, C19 1.502, H21 1.090, H22 1.090
19 C 0.81 7.58 4.83  C18 1.502, Cl20 1.755, H23 1.090, H24 1.090
20 Cl 0.97 8.57 3.40  C19 1.755
21 H 1.63 5.75 5.61  C18 1.090
22 H 1.82 5.91 3.86  C18 1.090
23 H 1.01 8.20 5.70  C19 1.090
24 H -0.21 7.20 4.88  C19 1.090
25 Cl 0.43 -2.46 3.22  C26 1.764
26 C 0.14 -0.80 2.70  Cl25 1.764, C27 1.495, H29 1.090, H30 1.090
27 C -0.11 -0.81 1.23  C26 1.495, Cl28 1.824, H31 1.090, H32 1.090
28 Cl -0.61 0.86 0.70  C27 1.824
29 H 1.07 -0.35 3.05  C26 1.090
30 H -0.74 -0.35 3.15  C26 1.090
31 H -0.93 -1.49 0.95  C27 1.090
32 H 0.73 -1.12 0.61  C27 1.090
33 C -3.98 7.52 -1.10  C34 1.456, H36 1.090, H37 1.090, H38 1.090
34 C -3.89 8.62 -2.06  C33 1.456, N35 1.149
35 N -3.91 9.44 -2.86  C34 1.149
36 H -3.07 7.39 -0.52  C33 1.090
37 H -4.18 6.65 -1.72  C33 1.090
38 H -4.71 7.62 -0.30  C33 1.090
39 C 6.22 4.99 -1.78  C40 1.453, H42 1.090, H43 1.090, H44 1.090
40 C 6.01 4.06 -0.69  C39 1.453, N41 1.174
41 N 5.89 3.29 0.20  C40 1.174
42 H 6.51 5.97 -1.40  C39 1.090
43 H 5.26 5.00 -2.30  C39 1.090
44 H 6.91 4.60 -2.52  C39 1.090
45 C 4.77 -7.50 7.85  C46 1.504, H48 1.090, H49 1.090, H50 1.090
46 C 4.97 -8.35 6.62  C45 1.504, N47 1.159
47 N 5.12 -9.08 5.73  C46 1.159
48 H 5.69 -6.95 8.07  C45 1.090
49 H 4.50 -8.10 8.72  C45 1.090
50 H 4.00 -6.73 7.80  C45 1.090
51 C -7.43 1.17 -0.69  C52 1.488, H54 1.090, H55 1.090, H56 1.090
52 C -8.90 1.45 -0.70  C51 1.488, N53 1.168
53 N -10.03 1.72 -0.69  C52 1.168
54 H -7.19 1.87 0.11  C51 1.090
55 H -6.88 1.46 -1.58  C51 1.090
56 H -7.19 0.14 -0.43  C51 1.090
57 C -2.45 1.40 -6.99  C58 1.497, H60 1.090, H61 1.090, H62 1.090
58 C -1.95 2.65 -7.64  C57 1.497, N59 1.161
59 N -1.55 3.66 -8.04  C58 1.161
60 H -3.13 0.86 -7.65  C57 1.090
61 H -2.82 1.63 -5.99  C57 1.090
62 H -1.65 0.68 -6.77  C57 1.090

Summary:
Energy relative to the best compared isomer or geometry (same formula, charge and spin), eV: 2.812
SMILES: ClCCCl.ClCCCl.ClCCCl.ClCCCl.CC#N.CC#N.CC#N.CC#N.CC#N
Charge: 0
LUMO, eV: -0.16
HOMO, eV: -10.776
Gap between HOMO and LUMO, Ha: 0.390

Atom charges from the natural (NBO) analysis, given in e for atoms 1 to 6: -0.09, -0.34, -0.46, 0.00, 0.22, 0.21

=====

Molecular formula: C30H60O30
Method: DFT, ωB97M-V/def2-TZVPD

Last columns: bonded neighbours and bond lengths (Å).
Cartesian coordinates (Å):
1 C 13.00 2.47 -15.19  O2 1.444, H7 1.090, H8 1.090, H9 1.090
2 O 13.89 2.06 -16.25  C1 1.444, C3 1.330
3 C 14.48 0.86 -16.29  O2 1.330, O4 1.235, O5 1.299
4 O 14.29 -0.10 -15.55  C3 1.235
5 O 15.45 0.93 -17.15  C3 1.299, C6 1.466
6 C 16.40 -0.16 -17.39  O5 1.466, H10 1.090, H11 1.090, H12 1.090
7 H 13.22 2.19 -14.16  C1 1.090
8 H 12.04 1.96 -15.32  C1 1.090
9 H 12.93 3.55 -15.23  C1 1.090
10 H 15.87 -1.09 -17.58  C6 1.090
11 H 17.02 -0.39 -16.53  C6 1.090
12 H 17.05 0.13 -18.21  C6 1.090
13 C 18.06 14.21 -11.33  O14 1.433, H19 1.090, H20 1.090, H21 1.090
14 O 17.57 12.89 -11.61  C13 1.433, C15 1.352
15 C 17.77 12.34 -12.82  O14 1.352, O16 1.226, O17 1.331
16 O 18.35 12.83 -13.79  C15 1.226
17 O 17.18 11.15 -12.91  C15 1.331, C18 1.417
18 C 16.30 10.61 -11.93  O17 1.417, H22 1.090, H23 1.090, H24 1.090
19 H 18.22 14.37 -10.26  C13 1.090
20 H 17.25 14.91 -11.50  C13 1.090
21 H 18.91 14.48 -11.96  C13 1.090
22 H 15.75 9.76 -12.33  C18 1.090
23 H 15.51 11.30 -11.66  C18 1.090
24 H 16.92 10.41 -11.06  C18 1.090
25 C 15.19 -12.88 -19.07  O26 1.435, H31 1.090, H32 1.090, H33 1.090
26 O 15.75 -11.59 -18.79  C25 1.435, C27 1.372
27 C 15.08 -10.75 -17.93  O26 1.372, O28 1.245, O29 1.343
28 O 14.09 -11.00 -17.21  C27 1.245
29 O 15.70 -9.57 -18.01  C27 1.343, C30 1.451
30 C 15.29 -8.35 -17.34  O29 1.451, H34 1.090, H35 1.090, H36 1.090
31 H 14.10 -12.86 -19.03  C25 1.090
32 H 15.44 -13.48 -18.19  C25 1.090
33 H 15.61 -13.23 -20.01  C25 1.090
34 H 16.20 -7.84 -17.02  C30 1.090
35 H 14.73 -8.71 -16.48  C30 1.090
36 H 14.61 -7.72 -17.92  C30 1.090
37 C 17.29 -5.53 -23.58  O38 1.425, H43 1.090, H44 1.090, H45 1.090
38 O 16.06 -6.25 -23.56  C37 1.425, C39 1.327
39 C 15.51 -6.66 -24.70  O38 1.327, O40 1.223, O41 1.360
40 O 15.83 -6.36 -25.84  C39 1.223
41 O 14.57 -7.58 -24.38  C39 1.360, C42 1.430
42 C 14.12 -8.41 -25.44  O41 1.430, H46 1.090, H47 1.090, H48 1.090
43 H 17.18 -4.46 -23.42  C37 1.090
44 H 17.72 -5.75 -24.55  C37 1.090
45 H 17.92 -5.90 -22.77  C37 1.090
46 H 13.47 -9.17 -25.01  C42 1.090
47 H 14.95 -8.90 -25.95  C42 1.090
48 H 13.56 -7.91 -26.23  C42 1.090
49 C 3.37 6.55 -10.36  O50 1.441, H55 1.090, H56 1.090, H57 1.090
50 O 4.55 7.19 -10.89  C49 1.441, C51 1.292
51 C 5.44 6.49 -11.51  O50 1.292, O52 1.243, O53 1.316
52 O 5.52 5.25 -11.55  C51 1.243
53 O 6.39 7.35 -11.82  C51 1.316, C54 1.396
54 C 7.65 6.98 -12.28  O53 1.396, H58 1.090, H59 1.090, H60 1.090
55 H 2.71 7.21 -9.80  C49 1.090
56 H 3.41 5.66 -9.75  C49 1.090
57 H 2.76 6.25 -11.22  C49 1.090
58 H 8.40 7.27 -11.55  C54 1.090
59 H 7.88 7.63 -13.12  C54 1.090
60 H 7.76 5.91 -12.48  C54 1.090
61 C 8.37 -0.81 -10.46  O62 1.384, H67 1.090, H68 1.090, H69 1.090
62 O 7.08 -1.22 -10.77  C61 1.384, C63 1.366
63 C 6.03 -0.83 -10.00  O62 1.366, O64 1.239, O65 1.322
64 O 6.04 -0.23 -8.92  C63 1.239
65 O 4.88 -1.35 -10.41  C63 1.322, C66 1.424
66 C 3.89 -1.74 -9.46  O65 1.424, H70 1.090, H71 1.090, H72 1.090
67 H 8.48 -1.12 -9.42  C61 1.090
68 H 8.29 0.26 -10.60  C61 1.090
69 H 9.21 -1.22 -11.02  C61 1.090
70 H 3.17 -0.92 -9.40  C66 1.090
71 H 4.39 -2.05 -8.55  C66 1.090
72 H 3.43 -2.55 -10.03  C66 1.090
73 C 17.28 1.29 -24.48  O74 1.406, H79 1.090, H80 1.090, H81 1.090
74 O 16.83 1.23 -25.81  C73 1.406, C75 1.331
75 C 17.27 0.20 -26.53  O74 1.331, O76 1.234, O77 1.359
76 O 18.21 -0.56 -26.30  C75 1.234
77 O 16.57 0.19 -27.70  C75 1.359, C78 1.422
78 C 17.01 -0.52 -28.85  O77 1.422, H82 1.090, H83 1.090, H84 1.090
79 H 16.67 0.66 -23.84  C73 1.090
80 H 17.16 2.30 -24.09  C73 1.090
81 H 18.34 1.03 -24.40  C73 1.090
82 H 18.02 -0.91 -28.79  C78 1.090
83 H 16.97 0.12 -29.73  C78 1.090
84 H 16.35 -1.36 -29.09  C78 1.090
85 C 18.61 4.55 -14.63  O86 1.396, H91 1.090, H92 1.090, H93 1.090
86 O 18.71 3.23 -14.19  C85 1.396, C87 1.345
87 C 19.80 2.77 -13.55  O86 1.345, O88 1.239, O89 1.383
88 O 20.86 3.40 -13.40  C87 1.239
89 O 19.60 1.43 -13.28  C87 1.383, C90 1.415
90 C 20.62 0.89 -12.46  O89 1.415, H94 1.090, H95 1.090, H96 1.090
91 H 18.88 5.28 -13.87  C85 1.090
92 H 17.55 4.73 -14.86  C85 1.090
93 H 19.19 4.76 -15.53  C85 1.090
94 H 21.04 1.53 -11.68  C90 1.090
95 H 21.44 0.57 -13.11  C90 1.090
96 H 20.25 -0.04 -12.03  C90 1.090
97 C 14.73 6.89 -20.53  O98 1.486, H103 1.090, H104 1.090, H105 1.090
98 O 15.18 7.62 -21.75  C97 1.486, C99 1.366
99 C 16.25 8.46 -21.62  O98 1.366, O100 1.212, O101 1.353
100 O 16.79 8.60 -20.55  C99 1.212
101 O 16.60 8.99 -22.82  C99 1.353, C102 1.416
102 C 17.38 10.17 -22.85  O101 1.416, H106 1.090, H107 1.090, H108 1.090
103 H 15.48 6.28 -20.02  C97 1.090
104 H 14.02 6.18 -20.95  C97 1.090
105 H 14.09 7.45 -19.86  C97 1.090
106 H 18.21 10.00 -22.16  C102 1.090
107 H 16.99 11.05 -22.36  C102 1.090
108 H 17.69 10.18 -23.90  C102 1.090
109 C 22.45 3.17 -18.56  O110 1.455, H115 1.090, H116 1.090, H117 1.090
110 O 23.63 2.61 -17.92  C109 1.455, C111 1.296
111 C 23.65 1.37 -17.53  O110 1.296, O112 1.218, O113 1.382
112 O 23.01 0.41 -17.92  C111 1.218
113 O 24.55 1.16 -16.51  C111 1.382, C114 1.427
114 C 25.24 2.16 -15.76  O113 1.427, H118 1.090, H119 1.090, H120 1.090
115 H 22.67 4.22 -18.80  C109 1.090
116 H 21.63 3.16 -17.84  C109 1.090
117 H 22.24 2.71 -19.52  C109 1.090
118 H 24.65 2.76 -15.07  C114 1.090
119 H 25.69 2.87 -16.45  C114 1.090
120 H 26.09 1.69 -15.25  C114 1.090

Summary:
Energy relative to the best compared isomer or geometry (same formula, charge and spin), eV: 5.358
SMILES: COC(=O)OC.COC(=O)OC.COC(=O)OC.COC(=O)OC.COC(=O)OC.COC(=O)OC.COC(=O)OC.COC(=O)OC.COC(=O)OC.COC(=O)OC
Charge: 0
LUMO, eV: 0.10
HOMO, eV: -10.452
Gap between HOMO and LUMO, Ha: 0.388

Atom charges from the Mulliken analysis, given in e for atoms 1 to 6: -0.66, -0.28, 0.77, -0.60, -0.30, -0.59

=====

Molecular formula: C5H14N3
Method: DFT, ωB97M-V/def2-TZVPD

Last columns: bonded neighbours and bond lengths (Å).
Cartesian coordinates (Å):
1 C -1.57 0.96 -2.54  C2 1.357, N4 1.406, H5 1.128
2 C -1.76 -0.02 -3.46  C1 1.357, H6 1.083, H7 1.097
3 C -1.65 1.50 -0.23  N4 1.312, H8 1.107, H9 1.088
4 N -2.08 0.79 -1.25  C1 1.406, C3 1.312, H10 1.020
5 H -0.99 1.90 -2.76  C1 1.128
6 H -2.23 -0.95 -3.19  C2 1.083
7 H -1.51 0.08 -4.52  C2 1.097
8 H -2.18 1.38 0.73  C3 1.107
9 H -0.78 2.13 -0.41  C3 1.088
10 H -2.65 -0.04 -1.09  N4 1.020
11 C 1.91 -1.96 2.09  N12 1.473, H15 1.099, H16 1.093, H17 1.117
12 N 2.19 -0.52 1.99  C11 1.473, C13 1.457, H18 1.043
13 C 0.99 0.23 1.67  N12 1.457, N14 1.505, H19 1.122, H20 1.124
14 N 0.79 0.41 0.18  C13 1.505, H21 1.032, H22 1.028
15 H 2.77 -2.53 2.46  C11 1.099
16 H 1.07 -2.19 2.75  C11 1.093
17 H 1.62 -2.42 1.11  C11 1.117
18 H 2.49 -0.13 2.91  N12 1.043
19 H 1.07 1.29 2.03  C13 1.122
20 H 0.02 -0.22 2.02  C13 1.124
21 H 1.69 0.79 -0.17  N14 1.032
22 H 0.79 -0.50 -0.29  N14 1.028

Summary:
Energy relative to the best compared isomer or geometry (same formula, charge and spin), eV: 3.574
Multiplicity: 2
⟨S²⟩: 0.75
Charge: +2
LUMO (alpha / beta), eV: -8.05 / -12.14
HOMO (alpha / beta), eV: -17.251 / -17.240
Gap between HOMO and LUMO (alpha / beta), Ha: 0.338 / 0.187

Atom charges from the natural (NBO) analysis, given in e for atoms 1 to 6: -0.11, -0.27, 0.10, -0.42, 0.26, 0.21

=====

The E_tot results, record by record, are as follows: -10399.194, -43985.802, -126795.575, -93502.492, -9861.500 eV.